# 1
Molecular formula: C33H60O30
Method: DFT, the ωB97M-V functional and the def2-TZVPD basis

Element x y z (Å)
C  -1.4181  4.3536  1.6206
O  1.4789  1.7776  1.5646
C  2.0219  -1.5664  -3.2314
C  -2.0851  -0.3144  5.8586
H  -1.1441  -3.6624  2.0566
O  0.4539  -0.3784  1.5876
C  -1.8271  -2.5334  6.6496
H  2.0279  -6.4014  2.5146
C  0.2689  3.2596  -4.9404
C  -3.3281  -2.6314  3.0206
O  -3.2831  -0.5614  0.1716
C  -6.0761  5.1426  1.6296
H  2.0149  3.7796  -6.2584
C  0.7789  0.6986  0.9496
H  9.2869  -1.4524  -2.7264
H  2.6029  -0.7234  -2.9964
C  -3.7211  4.6066  1.3456
O  0.0549  -0.2694  -3.5714
H  -3.7141  1.8216  -4.0424
C  -2.8841  1.8036  4.9406
C  -3.1811  -0.8434  1.4666
H  3.2929  -4.4034  3.5356
O  -2.9931  0.4386  5.2196
H  -1.8901  2.1296  4.7276
O  5.4049  -0.6604  -2.9244
C  1.8019  5.2536  -4.7544
C  0.2019  -5.2574  -0.2574
O  -4.7471  5.4816  1.2166
H  3.4529  -0.0594  -1.3784
C  1.5969  3.8436  -5.2634
C  -3.0611  0.7376  -0.2164
H  -3.9181  1.4596  -0.2754
H  -2.3631  7.2156  -1.8864
O  2.8369  5.1786  -3.7644
C  1.3449  -4.9624  4.1116
H  -3.3501  2.4286  5.6946
C  4.2359  0.5216  -0.7734
O  5.5059  -0.0194  -0.6514
C  -0.3951  -3.5764  1.1826
C  0.6369  1.9586  -1.1304
O  -3.9561  3.2326  1.7246
H  2.1339  -3.4504  2.5536
C  -1.6011  6.7816  -2.5824
O  -3.0621  3.7926  -3.6204
H  0.2189  -3.2254  -4.0604
C  1.8759  -6.8504  5.2326
C  1.1799  -6.2354  3.2576
H  -3.6571  -3.6904  3.0436
O  -2.9251  0.1246  2.4166
O  2.4149  3.1636  -4.3634
O  7.4739  -0.7494  -1.7674
C  3.1739  3.9256  -3.5834
H  -0.9451  6.4686  -1.7724
O  0.2649  -6.6074  -0.5094
H  0.0769  0.2686  3.7116
C  1.0579  -7.0494  -1.6014
H  0.0809  -2.5514  -5.6274
H  -0.9521  -2.7864  6.0516
O  -1.2571  -1.9264  -4.0484
H  -2.3831  1.3156  0.4416
H  1.0339  -8.1354  -1.6434
H  -2.0051  2.1416  -3.8414
O  -2.0841  -0.2034  -2.9064
H  7.7459  -2.4354  -2.8244
C  0.6759  -0.4254  3.0416
H  0.2659  -6.2084  2.7616
H  -0.6311  4.5746  0.9406
O  -0.8551  0.0166  6.2016
H  0.3439  2.2886  -5.3984
H  4.2199  1.4786  -1.3424
H  1.1369  -0.6724  -5.0674
H  -3.0201  2.1286  -2.4744
H  -6.6971  4.7456  0.9146
C  -2.2531  4.5776  -2.8784
H  0.3329  -1.4354  3.3196
H  2.5599  -3.0374  4.1746
H  0.3009  -4.6134  4.3236
H  0.5439  -3.0684  1.3916
H  -3.3841  1.9566  4.0106
C  -1.1421  -0.7764  -3.4474
H  -4.1871  -2.1594  3.4716
H  -2.4451  -3.4014  6.6516
H  -1.4801  3.2956  1.5416
C  2.3429  -3.8504  3.5506
H  -2.4361  0.8316  -1.0904
O  -1.4901  4.0586  -1.8004
H  -6.4211  6.0826  1.8236
H  1.6419  -0.2194  3.3816
O  1.3129  -7.2504  4.1836
O  -2.6681  -1.5814  6.1466
H  -2.4181  -2.3714  3.6796
H  -1.2631  4.6076  2.6186
C  6.1369  -0.4914  -1.7564
H  0.1299  3.4006  -3.8504
O  -0.3491  -4.9094  0.8336
H  1.5439  -1.9844  -2.3244
H  8.0179  -1.0044  -3.6464
O  2.2999  -7.6194  6.1036
H  -6.0941  4.5586  2.5266
H  2.0789  5.9236  -5.5414
O  -2.2461  5.7566  -3.2844
O  -3.2321  -2.0834  1.7486
H  -1.6011  -2.4484  7.7286
O  0.7419  -4.2934  -1.1114
O  -2.4921  5.0546  1.1146
H  1.6999  2.0866  -1.1464
H  0.1259  2.7126  -0.5674
C  -0.0211  -2.3324  -4.5254
C  0.9169  -1.1504  -4.1694
H  -1.1101  7.2926  -3.4044
H  0.8309  -6.7524  -2.6574
H  -0.8491  -3.0064  0.3886
H  -0.5151  3.7616  -5.4714
H  0.9149  5.5556  -4.2174
O  0.3619  0.7986  -0.3244
C  8.1819  -1.4784  -2.7204
O  1.8419  -5.5044  5.3206
H  3.9299  0.9116  0.2016
C  -2.9761  2.4456  -3.4594
H  2.1229  -6.7314  -1.4174
H  2.7019  -2.2714  -3.8034
H  0.1889  1.8366  -2.0924
O  4.0129  3.4646  -2.8124

The spin multiplicity is 1. The structure (SMILES) is C[C@H]1COC(=O)O1.C[C@H]1COC(=O)O1.C[C@H]1COC(=O)O1.COC(=O)OC.COC(=O)OC.COC(=O)OC.COC(=O)OC.COC(=O)OC.COC(=O)OC.COC(=O)OC. For the LUMO energy, the calculation gives 0.35 eV. For the highest occupied orbital energy, the calculation gives -9.7 eV. The charge is 0. The largest force on an atom is 9.7 eV/A. The value obtained for the total energy is -96606.56091 eV.

Atom charges from the Mulliken analysis, given in e for atoms 1 to 2:
1 C -0.60
2 O -0.75

---

# 2
Molecular formula: C8H8FN2O2
Method: DFT, the ωB97M-V functional and the def2-TZVPD basis

Element x y z (Å)
N  -0.3385  0.3765  -0.4635
C  0.9344  0.5751  -0.3566
H  1.7140  -0.8836  1.1754
H  -0.3390  -1.6697  0.5390
C  -1.1402  -0.9837  0.4759
H  4.3133  2.1569  -0.2706
H  -2.0720  -1.7454  -1.2301
C  -2.5357  0.2151  2.0794
H  -2.8866  -2.3674  0.1430
C  1.3161  1.6122  -1.1682
H  0.5998  2.0222  -1.8648
C  -2.3926  -1.4341  -0.2637
H  4.0128  0.2881  1.0957
C  3.0867  0.5870  0.5760
H  -3.0532  -0.6679  -0.4988
O  -3.6287  0.1953  1.6841
O  -1.4139  -0.1972  1.6142
C  1.8375  0.0521  0.6215
N  2.4905  2.1848  -1.2260
F  -2.2684  0.7977  3.2926
C  3.3723  1.6300  -0.3299

The spin multiplicity is 1. For the LUMO energy, the calculation gives 3.55 eV. For the highest occupied orbital energy, the calculation gives -2.4 eV. The charge is -1. The largest force on an atom is 6.3 eV/A. The value obtained for the total energy is -18216.72914 eV.

Atom charges from the natural (NBO) analysis, given in e for atoms 1 to 2:
1 N -0.60
2 C 0.08

---

# 3
Molecular formula: C2H2OS
Method: DFT, the ωB97M-V functional and the def2-TZVPD basis

Element x y z (Å)
O  1.8253  -0.0055  -0.0692
C  0.6937  0.3925  0.0040
H  0.4427  1.4697  0.0884
C  -0.5061  -0.4378  -0.0109
H  -0.4637  -1.6312  -0.0098
S  -1.9919  0.2123  -0.0025

The spin multiplicity is 1. The structure (SMILES) is O=CC=S. For the LUMO energy, the calculation gives -1.78 eV. For the highest occupied orbital energy, the calculation gives -9.7 eV. The charge is 0. The largest force on an atom is 3.9 eV/A. The value obtained for the total energy is -14987.46636 eV.

Atom charges from the natural (NBO) analysis, given in e for atoms 1 to 2:
1 O -0.46
2 C 0.34

---

# 4
Molecular formula: C4H8NO
Method: DFT, the ωB97M-V functional and the def2-TZVPD basis

Element x y z (Å)
H  -3.4520  -1.9204  -0.9839
H  3.5366  0.9548  -0.2170
C  -3.2307  -0.8771  -0.7811
C  2.7582  0.6988  0.4099
C  1.4734  0.1635  -0.1129
N  -1.9082  0.3270  0.9881
H  1.9074  -1.0790  -1.6577
O  1.2495  -0.5551  -1.1641
H  2.6454  1.5228  1.0651
H  2.9941  -0.0914  1.1364
C  -2.4921  -0.2469  0.0957
H  -3.9727  -0.2142  -1.2623
H  -2.1805  0.7765  1.9169
H  0.6717  0.5407  0.5669

The spin multiplicity is 1. For the LUMO energy, the calculation gives -6.11 eV. For the highest occupied orbital energy, the calculation gives -11.8 eV. The charge is +1. The largest force on an atom is 2.9 eV/A. The value obtained for the total energy is -7804.45727 eV.

Atom charges from the natural (NBO) analysis, given in e for atoms 1 to 2:
1 H 0.27
2 H 0.28

---

# 5
Molecular formula: C17H24F6N7O4S3V
Method: DFT, the ωB97M-V functional and the def2-TZVPD basis

Element x y z (Å)
C  -2.9833  -1.9281  2.6877
F  -4.4989  0.8467  0.5722
H  -1.5958  -4.0201  -1.8819
O  -0.8435  3.5759  2.6929
C  -0.8056  -3.2796  -1.9979
C  4.0125  -0.1548  2.9215
H  0.8227  -4.2799  -1.0193
H  2.9292  -0.1595  -1.1826
H  4.3848  1.7239  1.9270
H  -1.4419  -0.3978  -4.0167
H  -0.6113  1.3148  -2.6553
C  0.1810  -3.4132  -0.8355
H  -0.3652  -3.5973  0.0903
H  -2.3540  -1.8526  0.6210
C  1.8673  -1.9225  -1.7894
H  1.3681  -2.2700  -2.6877
C  3.7354  0.8639  2.0237
H  -0.0679  -1.4511  -3.8278
H  -0.0327  0.3224  3.2874
F  1.0488  4.7618  1.0213
H  0.6740  0.8207  -3.7399
H  -4.6767  -2.8794  3.2473
V  0.0219  -0.1015  0.2627
F  -0.7865  5.2121  -0.0539
N  -2.2669  2.8350  0.8133
C  0.0432  4.2652  0.3171
C  2.6118  0.7713  1.2294
N  -1.0764  -0.7607  1.8363
F  -4.9317  2.8056  -0.2364
C  -0.6960  -0.7369  -3.2997
O  0.0064  1.8208  1.1799
N  1.7357  -0.2545  1.2928
H  1.3005  1.3375  -1.5139
H  -1.5416  -0.3716  5.1302
C  -2.1419  -1.5477  1.6378
S  -2.4621  2.0348  -0.5348
C  0.0855  0.5113  -2.8713
H  2.3852  1.5658  0.5296
N  0.9836  -2.1945  -0.6364
F  -4.6106  1.1290  -1.5742
O  -2.2163  2.7872  -1.7274
C  -0.8639  -0.3407  3.1048
F  0.5342  3.6561  -0.7704
H  1.2800  -2.0169  2.2757
H  4.8903  -0.1134  3.5536
H  1.5706  -2.3589  0.1707
C  3.1333  -1.2210  2.9958
N  -4.0431  -2.7593  2.4753
C  2.0105  -1.2223  2.1926
C  -4.2632  1.6894  -0.4248
N  0.9797  0.3853  -1.6861
N  -2.7628  -1.5183  3.9347
C  -1.7126  -0.7264  4.1202
O  -1.8612  0.6925  -0.4774
C  2.1818  -0.4411  -1.9212
S  -1.6138  -1.6694  -2.0196
H  -4.4194  -2.8710  1.5515
H  2.7985  -2.4881  -1.7212
H  3.2910  -2.0361  3.6895
S  -0.8252  3.0231  1.3869
H  -0.3445  -3.4663  -2.9668
H  2.6103  -0.2466  -2.9074

The spin multiplicity is 2. For the LUMO energy (spin up / spin down), the calculation gives -2.90 / -3.09 eV. For the highest occupied orbital energy (spin up / spin down), the calculation gives -10.2 / -9.5 eV. The charge is +1. The largest force on an atom is 2.1 eV/A. The value obtained for the total energy is -111132.39308 eV.

Atom charges from the natural (NBO) analysis, given in e for atoms 1 to 2:
1 C 0.37
2 F -0.30